ORCA calculation (wB97M-V/def2-TZVPD) on a structure of composition C21H20NOPPd.

Last column: Löwdin charge in e.
CARTESIAN COORDINATES (ANGSTROEM)
Pd1 -0.1037 0.6167 -1.9205  0.3270
N1 -1.4981 2.8713 -3.8389  0.1220
C1 -0.4484 3.0557 -4.6406  -0.5915
O1 -0.5521 3.2242 -5.8561  -0.0583
C2 0.9076 3.0888 -3.8318  -0.2833
C3 0.9941 2.4860 -2.4334  -0.3620
H1 -2.3863 2.6105 -4.2819  0.1016
H2 -1.3191 2.5252 -2.8940  0.0217
H3 1.2572 4.1207 -3.9346  0.0783
H4 1.5394 2.5184 -4.4980  0.0748
H5 0.9271 3.2620 -1.6223  -0.0108
H6 2.0594 2.1199 -2.3786  -0.0165
C4 4.1126 -1.2388 0.5528  -0.1406
C5 3.7823 0.0971 0.3286  -0.1064
C6 2.4728 0.4805 0.3375  -0.1465
C7 1.4691 -0.4358 0.6004  -0.4028
C8 1.8089 -1.7879 0.7894  -0.0855
C9 3.1274 -2.1365 0.7268  -0.1524
P1 -0.2339 0.2275 0.6337  0.9716
C10 -0.5422 -0.0500 2.4966  -0.3496
C11 -1.8499 0.0591 2.9330  -0.1654
C12 -2.2325 0.0195 4.2547  -0.1366
C13 -1.2688 -0.0053 5.2683  -0.1611
C14 0.0496 -0.1037 4.8886  -0.1338
C15 0.3986 -0.1361 3.5317  -0.0990
C16 -1.3364 -1.0918 -0.0888  -0.4486
C17 -2.1424 -2.0708 0.4200  -0.1648
C18 -2.9279 -2.8357 -0.4145  -0.1764
C19 -2.8692 -2.7142 -1.7847  -0.1589
C20 -1.9774 -1.7718 -2.3169  -0.1589
C21 -1.2638 -0.8851 -1.4670  -0.3895
H7 5.1304 -1.5510 0.6243  0.0774
H8 4.5909 0.8393 0.1501  0.1025
H9 2.1749 1.5141 0.1829  0.0856
H10 1.0182 -2.5402 0.9343  0.1148
H11 3.3724 -3.1926 0.8504  0.0942
H12 -2.6755 0.0544 2.1920  0.1054
H13 -3.3054 -0.0065 4.5923  0.0996
H14 -1.5872 0.0073 6.3436  0.0912
H15 0.8439 -0.1336 5.6429  0.0865
H16 1.3925 -0.1907 3.2409  0.0633
H17 -2.1114 -2.2779 1.4858  0.0850
H18 -3.4803 -3.6128 0.1067  0.0709
H19 -3.4697 -3.2441 -2.5029  0.0660
H20 -1.8478 -1.7854 -3.4029  0.0597

LUMO level: 5.005 eV
net charge: -2

=====

ORCA calculation (wB97M-V/def2-TZVPD) on a structure of composition C21H21AlN6STe.

Last column: Löwdin charge in e.
CARTESIAN COORDINATES (ANGSTROEM)
Al1 0.0147 0.0633 0.2342  -0.0512
S1 -0.6992 -1.8409 -0.5643  0.7895
C1 0.7463 -1.8938 -1.6054  -0.6877
N1 0.8776 -3.0683 -2.3034  0.1117
N2 1.7248 -3.3565 -3.1824  0.0975
C2 2.6556 -2.6176 -4.0141  -0.2097
C3 3.8308 -3.2813 -4.3072  -0.0100
C4 4.7522 -2.6932 -5.1596  -0.0458
C5 4.4706 -1.4686 -5.7363  -0.0435
C6 3.2565 -0.8347 -5.4717  -0.0520
C7 2.3449 -1.4030 -4.6058  -0.0333
N3 1.7289 -1.0080 -1.5535  0.0836
N4 1.6372 -0.0501 -0.6923  -0.0732
C8 2.7812 0.8158 -0.5345  -0.2363
C9 3.9288 0.6972 -1.3031  -0.0052
C10 4.9817 1.5760 -1.0785  -0.0415
C11 4.8981 2.5626 -0.1034  -0.0542
C12 3.7556 2.6690 0.6719  -0.0559
C13 2.7030 1.7915 0.4572  -0.0702
H1 1.7085 -4.3469 -3.3630  0.1742
H2 4.0360 -4.2502 -3.8591  0.1290
H3 5.6805 -3.2033 -5.3810  0.1222
H4 5.1853 -1.0119 -6.4132  0.1219
H5 3.0155 0.0998 -5.9630  0.1179
H6 1.3910 -0.9277 -4.4311  0.1166
H7 3.9914 -0.0680 -2.0681  0.1083
H8 5.8861 1.4821 -1.6706  0.1208
H9 5.7271 3.2422 0.0588  0.1207
H10 3.6915 3.4255 1.4475  0.1192
H11 1.8217 1.8473 1.0911  0.0772
C14 0.1945 1.5728 3.8310  -0.3596
Te1 -0.8675 0.0821 2.7602  1.4083
C15 0.1110 -1.5880 3.6144  -0.3469
H12 1.2189 1.2330 3.9521  0.0247
H13 -0.3057 1.6718 4.7908  0.0246
H14 0.1548 2.5156 3.2871  0.0195
H15 -0.3903 -1.7778 4.5574  0.0261
H16 1.1539 -1.3297 3.7614  0.0279
H17 0.0042 -2.4376 2.9436  0.0211
N5 -5.6408 2.5188 -0.6649  0.2209
C16 -4.4924 2.5866 -0.7506  -0.1377
C17 -3.0536 2.6619 -0.8560  -0.1612
C18 -2.4156 3.7506 -1.4458  0.0599
C19 -1.0346 3.7589 -1.5325  0.0157
C20 -0.3235 2.6985 -1.0210  -0.0423
N6 -0.9406 1.6514 -0.4290  -0.0138
C21 -2.2879 1.6314 -0.3636  -0.0536
H18 -3.0052 4.5734 -1.8333  0.1494
H19 -0.5075 4.5830 -1.9951  0.1364
H20 0.7563 2.6661 -1.0745  0.1182
H21 -2.7592 0.7665 0.0761  0.1216

LUMO level (spin up / spin down): -7.273 / -7.273 eV
energy above the lowest of the compared OMol25 structures with the same formula, charge and spin: 0.0 kJ/mol
net charge: +2

=====

ORCA calculation (wB97M-V/def2-TZVPD) on the ion C21H21BCl3O6 with charge -1.

Last column: Löwdin charge in e.
CARTESIAN COORDINATES (ANGSTROEM)
Cl1 3.5554 -1.7139 3.7217  0.4290
B1 2.3308 -0.2800 3.7160  -1.8732
Cl2 1.8565 0.1316 5.4974  0.4073
Cl3 3.3419 1.2497 3.1982  0.4690
O1 1.2649 -0.5813 2.8358  -0.1557
C1 0.2341 0.1822 2.2655  -0.1440
C2 -1.0623 -0.0824 3.0925  -0.1400
C3 -1.8564 0.9871 3.5695  -0.0290
C4 -2.9119 0.7704 4.4809  -0.0949
C5 -3.1544 -0.5201 4.9960  -0.1104
C6 -2.2716 -1.5527 4.6465  -0.0767
C7 -1.2419 -1.3276 3.6914  -0.0179
H1 0.5374 1.2659 2.3084  0.1494
H2 -1.6835 1.9907 3.1914  0.1095
H3 -3.5986 1.5895 4.7619  0.0978
H4 -3.9602 -0.6889 5.7490  0.1019
H5 -2.4218 -2.5685 5.0607  0.1025
H6 -0.5685 -2.1515 3.4449  0.1281
C8 -1.8652 0.3768 -6.6015  -0.1082
O2 -1.3621 -0.6335 -5.7775  -0.1004
C9 -1.3755 -0.4939 -4.4292  -0.2794
C10 -1.0242 -1.6169 -3.6572  -0.0032
C11 -0.9794 -1.5263 -2.2660  -0.0321
C12 -1.2707 -0.3276 -1.6037  -0.1988
C13 -1.1765 -0.2709 -0.0630  -0.0596
C14 0.1652 0.0882 0.5863  -0.1489
C15 0.6296 1.4353 0.0160  -0.3794
O3 -0.0749 2.3035 -0.4188  0.1451
O4 2.0015 1.6447 0.0864  0.0626
C16 2.8007 0.5369 -0.3832  -0.5312
C17 2.5892 0.3367 -1.8799  0.0336
C18 4.2514 0.8133 -0.0562  -0.0034
O5 2.4743 -0.6461 0.3639  0.0721
C19 1.1384 -1.0130 0.3104  -0.3952
O6 0.8213 -2.1780 0.2595  0.1509
C20 -1.5930 0.7873 -2.3753  -0.0417
C21 -1.6947 0.7173 -3.7614  -0.0099
H7 -1.8814 -0.0768 -7.5993  0.0903
H8 -2.8919 0.6792 -6.3180  0.0979
H9 -1.2005 1.2624 -6.6062  0.0968
H10 -0.7403 -2.5241 -4.1798  0.1119
H11 -0.6361 -2.3957 -1.6866  0.1161
H12 -1.8949 0.4674 0.2963  0.1272
H13 -1.4061 -1.2547 0.3406  0.1245
H14 1.5308 0.1093 -2.0964  0.0881
H15 2.8695 1.2600 -2.4074  0.1040
H16 3.2010 -0.5125 -2.2171  0.1040
H17 4.3805 0.8475 1.0301  0.0224
H18 4.8781 0.0113 -0.4469  0.0949
H19 4.5926 1.7434 -0.5019  0.0924
H20 -1.7099 1.7256 -1.8600  0.1012
H21 -1.9364 1.6236 -4.3248  0.1023

LUMO level: 2.328 eV
energy above the lowest of the compared OMol25 structures with the same formula, charge and spin: 0.0 kJ/mol
net charge: -1

=====

ORCA calculation (wB97M-V/def2-TZVPD) on a structure of composition C21H21BF4N2OV.

Last column: Mulliken spin population.
CARTESIAN COORDINATES (ANGSTROEM)
V1 0.8504 -0.6419 0.7782  1.3325
O1 -0.1496 -1.3370 2.4285  -0.0156
C1 -0.9160 -2.5825 2.4775  0.0118
C2 0.0077 -3.7828 2.5002  -0.0010
C3 1.0951 -3.7316 1.4180  -0.0011
C4 0.5512 -3.5396 0.0298  0.0158
C5 0.3256 -4.6079 -0.8223  -0.0037
C6 -0.1655 -4.3836 -2.0974  0.0089
C7 -0.4168 -3.0807 -2.5091  -0.0041
C8 -0.1698 -2.0554 -1.6273  0.0233
N1 0.2905 -2.2772 -0.3786  -0.0436
H1 0.2249 -1.1339 3.2983  0.0054
H2 -1.5440 -2.5610 1.5895  0.0005
H3 -1.5584 -2.5450 3.3547  0.0022
H4 -0.6077 -4.6760 2.3715  -0.0004
H5 0.4865 -3.8746 3.4767  -0.0002
H6 1.6653 -4.6589 1.4504  0.0004
H7 1.8288 -2.9482 1.6430  0.0000
H8 0.5543 -5.6091 -0.4837  0.0000
H9 -0.3364 -5.2139 -2.7695  0.0001
H10 -0.7848 -2.8612 -3.5007  -0.0002
H11 -0.3304 -1.0236 -1.9095  -0.0020
N2 -0.0412 0.6631 0.2880  -0.2952
C9 -0.4073 1.8679 -0.1759  0.0230
C10 -1.8105 2.1290 -0.3449  -0.0182
C11 -2.7241 1.0703 -0.5067  -0.0048
C12 -4.0650 1.3363 -0.6568  0.0011
C13 -4.5235 2.6534 -0.6144  -0.0099
C14 -3.6365 3.7074 -0.4217  0.0006
C15 -2.2869 3.4535 -0.2917  -0.0041
C16 0.6373 2.8057 -0.4842  0.0005
C17 0.4758 3.7282 -1.5390  -0.0085
C18 1.5012 4.5903 -1.8617  0.0005
C19 2.6904 4.5579 -1.1382  -0.0137
C20 2.8644 3.6537 -0.0917  0.0039
C21 1.8550 2.7755 0.2261  -0.0045
H12 -2.3632 0.0503 -0.5470  -0.0014
H13 -4.7664 0.5275 -0.8080  -0.0002
H14 -5.5809 2.8552 -0.7216  -0.0001
H15 -4.0038 4.7222 -0.3619  -0.0001
H16 -1.6007 4.2657 -0.0952  0.0002
H17 -0.4310 3.7184 -2.1286  0.0002
H18 1.3864 5.2823 -2.6842  -0.0003
H19 3.4920 5.2381 -1.3941  -0.0001
H20 3.7876 3.6441 0.4706  -0.0001
H21 1.9750 2.1050 1.0669  0.0018
F1 2.3827 -0.3042 1.9148  -0.0027
B1 3.5162 -0.4588 0.7824  0.0034
F2 2.5150 -0.3837 -0.3225  -0.0013
F3 3.9471 -1.7135 0.8952  0.0000
F4 4.3139 0.5848 0.8277  0.0009

LUMO level (spin up / spin down): -8.834 / -8.211 eV
multiplicity: 2
energy above the lowest of the compared OMol25 structures with the same formula, charge and spin: 0.0 kJ/mol
net charge: +2